1.
Here is C41H38Cl2CoN2O2P as an isolated structure from OMol25. Energies are from ωB97M-V with the def2-TZVPD basis set.

Energy above the lowest of the compared OMol25 structures with the same formula, charge and spin = 0.0 kcal per mole
E_LUMO (spin up / spin down) = -3.148 / -2.403 eV
Orbital gap (spin up / spin down) = 0.2470 / 0.2744 Eh
Multiplicity = 2
Charge = +1

Structure (XYZ):
```
87
C41H38Cl2CoN2O2P | OMol25 | ωB97M-V with the def2-TZVPD basis set
Co -0.38 -0.73 0.24
Cl -1.11 3.95 2.18
Cl -6.26 2.77 1.00
P 1.16 -2.21 -0.51
O -2.09 0.26 0.16
O -0.97 -0.18 -1.66
N -1.57 -2.39 0.50
N -3.37 2.83 0.44
C 2.62 -3.37 1.53
C -2.48 4.80 -0.66
C -1.88 5.39 -1.75
C 2.77 1.17 0.61
C 1.43 2.43 -1.13
C 2.57 -0.37 -3.83
C 1.71 0.09 2.47
C 0.40 1.37 0.90
C 0.47 0.59 2.07
C -2.81 4.04 2.52
C 1.47 -2.37 -4.59
C 0.70 -4.98 -0.90
C 0.20 -3.74 -0.48
C -0.73 0.48 2.98
C -1.89 3.29 -2.89
C 5.02 -3.47 0.14
C 3.72 -4.00 2.09
C 2.71 -2.80 0.25
C -1.09 -3.68 0.03
C -3.73 3.46 1.64
C -1.89 -4.81 0.10
C 4.23 0.08 2.33
C -0.09 -6.11 -0.83
C 1.16 -2.70 -3.28
C 2.18 -1.21 -4.87
C -3.21 4.67 3.69
C 1.56 -1.87 -2.24
C 2.25 -0.70 -2.52
C -5.49 4.10 3.20
C -2.77 3.43 -0.65
C -1.56 4.64 -2.88
C -2.50 2.68 -1.80
C -5.08 3.50 2.03
C 2.87 0.44 1.80
C -1.39 -6.02 -0.34
C 3.92 -2.86 -0.43
C 4.92 -4.05 1.40
C 1.55 1.62 0.13
C -1.96 0.37 -1.12
C -2.91 1.23 -1.90
C -4.55 4.70 4.03
H 1.72 -5.05 -1.26
H 1.68 -3.36 2.06
H 1.16 -3.02 -5.40
H 0.60 -3.61 -3.09
H -4.86 5.18 4.94
H 5.78 -4.54 1.84
H -6.54 4.11 3.46
H -1.66 0.70 2.46
H -3.55 1.84 0.39
H -2.90 -4.74 0.50
H 5.96 -3.52 -0.40
H 2.55 -0.04 -1.72
H -2.44 -2.13 0.04
H -3.93 1.08 -1.52
H -1.68 2.70 -3.77
H -0.79 -0.51 3.45
H 2.40 2.64 -1.56
H -2.88 0.91 -2.94
H -1.66 6.45 -1.73
H 1.78 -0.48 3.39
H 0.83 1.88 -1.86
H -2.01 -6.91 -0.29
H -2.72 5.41 0.21
H 4.16 -0.31 3.35
H -1.10 5.09 -3.74
H -0.63 1.20 3.79
H -0.52 1.87 0.64
H 3.68 1.43 0.07
H 3.11 0.54 -4.04
H 2.42 -0.95 -5.89
H 3.64 -4.45 3.07
H 0.92 3.37 -0.94
H -2.46 5.11 4.33
H 4.71 -0.67 1.71
H 4.00 -2.45 -1.43
H 0.30 -7.06 -1.16
H 4.87 0.96 2.34
H -1.81 -2.46 1.49
```

Population analysis type Mulliken, resulting atomic charges in e: Co 0.21; Cl -0.10; Cl -0.20; P 2.25; O -0.74; O -0.38; N -0.41; N 0.57; C -0.26; C -0.97; C -0.87; C -0.16; C -1.28; C -0.87; C -0.46; C -0.42; C 1.30; C 1.24; C -0.80; C -0.19; C -0.65; C -2.09; C -0.44; C -0.71; C -0.81; C 0.98; C -0.61; C -1.66; C -0.41; C -1.53; C -0.80; C -0.99; C -0.69; C -0.75; C 0.42; C -0.33; C -0.47; C 0.86; C -0.89; C 0.85; C 0.54; C 0.70; C -0.71; C -0.42; C -0.58; C -0.76; C 1.21; C -1.76; C -0.48; H 0.56; H 0.44; H 0.44; H 0.44; H 0.40; H 0.41; H 0.44; H 0.14; H 0.12; H 0.50; H 0.44; H 0.71; H 0.37; H 0.35; H 0.43; H 0.39; H 0.44; H 0.59; H 0.43; H 0.44; H 0.15; H 0.44; H 0.51; H 0.39; H 0.41; H 0.47; H 1.16; H 0.46; H 0.47; H 0.41; H 0.45; H 0.39; H 0.47; H 0.25; H 0.41; H 0.45; H 0.40; H 0.37



2.
Here is an isolated ion of composition C41H38F6N3 and charge +1 from OMol25. Energies are from ωB97M-V with the def2-TZVPD basis set.

Energy above the lowest of the compared OMol25 structures with the same formula, charge and spin = 0.0 kcal per mole
E_LUMO = -3.524 eV
Orbital gap = 0.2520 Eh
Charge = +1

Structure (XYZ):
```
88
C41H38F6N3 | OMol25 | ωB97M-V with the def2-TZVPD basis set
F -4.23 -3.86 -5.12
F 1.92 6.34 -3.98
F -0.08 5.83 -3.19
F -4.45 -2.86 -3.16
F -4.66 -5.06 -3.31
F 0.77 7.84 -2.83
N 0.66 1.52 3.66
N 2.01 4.55 -1.93
N -2.38 -4.31 -2.01
C 1.08 6.52 -2.91
C -0.72 -6.11 -1.89
C 2.93 1.60 4.38
C 0.71 3.80 -0.04
C 4.42 4.78 -1.76
C 1.94 0.80 3.52
C -1.27 -8.11 -0.65
C 4.72 3.21 -4.07
C -0.37 -7.38 -1.42
C -0.13 2.87 0.54
C 3.29 4.25 -2.42
C -2.81 -1.23 -0.03
C -0.50 0.15 1.98
C -2.06 -3.13 -1.30
C -0.79 -2.57 -1.42
C 1.22 3.58 -1.34
C -3.42 -1.26 3.90
C -3.15 -2.62 3.96
C 5.84 3.72 -3.41
C 0.73 2.74 4.49
C -1.32 -0.88 2.75
C -2.50 -4.15 -3.47
C -0.50 -1.40 -0.74
C -2.52 -7.57 -0.29
C -2.51 -0.40 3.29
C -3.96 -3.98 -3.79
C -0.39 1.63 -0.06
C 1.71 5.97 -1.67
C -2.86 -6.29 -0.71
C 2.20 2.84 4.91
C -0.38 1.30 2.92
C -3.06 -2.49 -0.54
C 0.03 1.48 -1.40
C -1.18 0.56 0.71
C -1.51 -0.70 -0.10
C 3.44 3.47 -3.57
C -1.96 -5.57 -1.52
C -1.96 -3.12 3.42
C 0.91 2.39 -1.99
C -1.00 -2.24 2.87
C 5.69 4.49 -2.24
H -1.22 1.99 3.05
H -1.74 -4.19 3.46
H 2.26 0.78 2.47
H 3.79 1.89 3.77
H -0.61 3.13 1.49
H -1.97 -3.24 -3.78
H -0.03 -3.10 -2.01
H -0.02 -2.60 2.55
H 0.49 -0.26 1.73
H -3.81 -5.83 -0.46
H 6.84 3.52 -3.80
H 1.81 -0.24 3.87
H 2.26 2.92 6.00
H 1.06 4.66 0.52
H 2.55 3.10 -4.07
H -2.72 0.67 3.24
H 3.29 0.98 5.21
H -3.87 -3.30 4.42
H 4.27 5.38 -0.86
H -1.00 -9.12 -0.32
H 4.82 2.62 -4.98
H -4.32 -0.82 4.33
H -2.15 1.02 0.96
H -0.05 -5.52 -2.51
H 6.56 4.86 -1.70
H -3.22 -8.15 0.32
H 1.35 2.19 -2.96
H -4.01 -3.00 -0.39
H 0.52 -1.01 -0.74
H 0.05 2.65 5.35
H 0.41 3.62 3.90
H 0.62 -7.78 -1.67
H 1.00 6.06 -0.86
H -0.31 0.65 -2.01
H -3.60 -0.68 0.47
H 2.64 6.51 -1.48
H 2.63 3.75 4.48
H -2.13 -5.05 -3.97
```

Population analysis type Mulliken, resulting atomic charges in e: F -0.28; F -0.26; F -0.27; F -0.26; F -0.27; F -0.27; N 0.35; N 0.57; N 0.82; C 0.83; C -0.05; C -0.55; C -0.49; C -0.30; C -0.29; C -0.40; C -0.86; C -0.78; C -1.05; C 0.21; C -0.75; C 0.65; C 0.17; C -0.99; C 0.82; C -0.96; C -0.57; C -0.43; C -0.46; C 0.45; C -0.89; C -0.97; C -0.80; C -0.09; C 0.87; C -0.85; C -1.17; C -0.28; C -0.59; C -2.26; C -0.61; C -0.56; C 0.95; C -0.12; C -0.01; C 0.15; C -0.81; C -0.84; C -0.22; C -0.84; H 0.78; H 0.47; H 0.33; H 0.30; H 0.60; H 0.36; H 0.34; H 0.39; H 1.38; H 0.38; H 0.38; H 0.23; H 0.30; H 0.54; H 0.44; H 0.19; H 0.32; H 0.42; H 0.37; H 0.38; H 0.38; H 0.42; H 0.66; H 0.37; H 0.39; H 0.39; H 0.03; H 0.51; H 0.68; H 0.36; H 0.30; H 0.37; H 0.46; H 0.72; H 0.43; H 0.47; H 0.30; H 0.47



3.
Here is C41H39Br2F5N3O8TaTe as an isolated structure from OMol25. Energies are from ωB97M-V with the def2-TZVPD basis set.

Energy above the lowest of the compared OMol25 structures with the same formula, charge and spin = 26.2 kcal per mole
E_LUMO = -0.614 eV
Orbital gap = 0.2774 Eh
Charge = 0

Structure (XYZ):
```
100
C41H39Br2F5N3O8TaTe | OMol25 | ωB97M-V with the def2-TZVPD basis set
Ta 1.12 -0.01 0.57
Te 0.76 2.78 -0.37
Br 4.50 3.75 -6.42
Br 1.56 3.53 3.95
F -0.94 3.52 -0.98
F 1.20 2.96 -2.18
F 2.62 2.11 -0.23
F 1.46 4.55 -0.22
F 2.90 0.05 1.26
O -1.64 -1.02 -0.64
O 1.15 -0.39 3.11
O 0.62 0.68 -1.05
O -0.48 0.56 1.43
O 0.67 -1.86 1.06
O 2.14 -1.45 -0.90
O 3.47 -0.06 -1.89
O -0.30 -3.43 2.30
N 0.76 -3.25 -2.21
N -2.05 2.20 2.04
N -1.00 2.86 2.57
C -2.65 -1.06 0.28
C -2.31 -5.23 -1.62
C -2.77 0.01 1.17
C -0.54 -3.79 -2.39
C 2.53 -3.63 -5.39
C -1.39 -3.23 -3.34
C 2.63 1.22 -3.74
C 3.66 -1.95 -4.13
C 4.17 2.54 -5.00
C -4.58 -2.10 1.25
C 5.22 2.13 -4.20
C 2.39 -2.41 3.62
C -0.92 6.94 3.87
C 3.69 0.79 -2.97
C -4.72 -1.03 2.13
C -2.28 8.77 4.67
C 2.72 -2.07 -3.09
C -2.86 8.89 3.41
C 0.11 5.92 4.13
C 1.67 -3.02 -3.20
C -3.55 -2.12 0.33
C 0.04 4.66 3.71
C 1.01 -1.77 3.45
C -1.32 7.80 4.90
C -2.83 -6.28 -0.68
C 2.87 2.10 -4.77
C -2.44 8.07 2.38
C 4.98 1.24 -3.16
C 0.36 -2.43 2.23
C -1.73 1.10 1.10
C -1.48 7.10 2.60
C 0.14 -1.93 4.68
C 2.77 -1.19 -1.93
C -0.01 -5.48 -0.60
C -3.80 0.01 2.09
C 3.59 -2.72 -5.26
C -3.15 -4.66 -2.57
C -2.69 -3.68 -3.44
C -1.12 4.03 3.05
C -0.97 -4.82 -1.55
C 1.60 -3.78 -4.39
H -1.11 6.49 1.78
H 6.22 2.51 -4.38
H -5.52 -1.02 2.86
H 1.86 0.01 3.63
H 2.88 -2.01 4.51
H -2.42 -7.27 -0.92
H -2.59 9.42 5.47
H -2.81 2.79 1.70
H -1.68 1.48 0.07
H -0.87 7.70 5.88
H -0.76 -1.33 4.57
H 0.68 -1.59 5.56
H 2.29 -3.49 3.75
H -4.18 -5.00 -2.63
H -2.05 4.60 3.03
H 4.32 -2.61 -6.05
H -3.44 -2.95 -0.36
H -3.62 9.65 3.23
H 1.01 -5.38 -0.94
H 2.45 -4.25 -6.27
H 5.77 0.91 -2.51
H 3.01 -2.22 2.75
H 1.62 0.89 -3.51
H -1.03 -2.43 -3.97
H -3.36 -3.25 -4.18
H -1.58 -1.86 -1.11
H -3.92 -6.35 -0.75
H -2.87 8.18 1.39
H 0.97 -2.87 -1.30
H 0.99 6.22 4.69
H -0.08 -5.04 0.40
H -0.24 -6.54 -0.50
H -2.56 -6.06 0.35
H -5.29 -2.92 1.28
H 0.82 -4.52 -4.48
H -0.14 -2.97 4.81
H 2.06 2.46 -5.39
H 4.48 -1.25 -4.03
H -3.88 0.83 2.79
```

Atomic partial charges in e from the Mulliken method, atoms 1 to 99: Ta 2.31; Te 1.57; Br -0.20; Br -0.14; F -0.52; F -0.44; F -0.59; F -0.41; F -0.69; O -0.19; O 0.05; O -0.83; O 0.43; O 0.30; O -1.06; O -0.50; O -0.68; N 0.45; N -0.22; N -0.17; C 0.53; C 1.43; C 0.04; C -2.07; C -0.69; C 0.40; C 0.09; C -0.51; C -0.07; C -0.65; C -0.40; C -1.77; C 0.43; C -0.39; C -0.90; C -0.48; C -0.01; C -0.42; C -0.93; C 0.73; C -0.55; C 0.25; C 1.73; C -0.39; C -1.97; C -0.55; C -0.61; C -0.22; C -0.01; C 0.01; C -0.46; C -1.65; C 0.57; C -1.89; C -0.67; C -0.90; C -0.72; C -1.06; C -0.40; C 1.82; C -0.40; H 0.65; H 0.45; H 0.40; H 0.15; H 0.48; H 0.40; H 0.37; H 0.42; H 0.62; H 0.43; H 0.33; H 0.39; H 0.42; H 0.42; H 0.47; H 0.43; H 0.32; H 0.37; H 0.35; H 0.41; H 0.49; H 0.30; H 0.46; H 0.56; H 0.39; H -0.14; H 0.40; H 0.40; H -0.04; H 0.43; H 0.17; H 0.56; H 0.33; H 0.45; H 0.46; H 0.32; H 0.46; H 0.49



4.
Here is C41H39Cl3GeLuN4O3 as an isolated structure from OMol25. Energies are from ωB97M-V with the def2-TZVPD basis set.

Energy above the lowest of the compared OMol25 structures with the same formula, charge and spin = 15.9 kcal per mole
E_LUMO (spin up / spin down) = -5.142 / -6.703 eV
Orbital gap (spin up / spin down) = 0.2650 / 0.2525 Eh
Multiplicity = 2
Charge = +2

Structure (XYZ):
```
92
C41H39Cl3GeLuN4O3 | OMol25 | ωB97M-V with the def2-TZVPD basis set
Lu 0.21 0.44 -0.86
Ge 0.26 -0.52 2.16
Cl 3.11 4.09 1.37
Cl 2.96 4.75 -1.39
Cl 0.72 5.33 0.33
O 0.73 2.75 -1.40
O -1.73 1.84 -0.63
O 1.29 2.02 0.61
N 2.47 0.08 -1.55
N 0.58 -1.78 -1.64
N -1.96 -1.04 -1.23
N -0.20 0.49 -3.10
C -3.26 -0.67 -1.38
C 2.99 0.61 2.38
C -0.05 2.15 3.33
C -0.61 -2.19 2.58
C -0.90 0.47 -5.78
C 2.68 -1.55 3.41
C -0.64 3.36 3.68
C -2.58 3.92 -1.47
C -0.71 1.10 2.72
C -2.10 1.16 2.75
C 4.72 0.86 -1.78
C -3.89 2.40 0.15
C -2.53 -3.52 3.24
C -4.35 -1.47 -1.62
C 2.04 4.20 0.00
C -4.12 -2.84 -1.75
C -1.80 -2.34 -1.30
C -2.01 3.42 3.71
C -2.80 -3.22 -1.58
C 1.89 -2.20 -1.17
C 2.95 -1.15 -1.33
C 1.30 2.89 -0.29
C -2.68 2.32 3.24
C 2.19 -0.55 2.59
C -0.16 -0.68 -3.77
C -0.59 1.61 -3.70
C -0.52 -0.67 -5.12
C 0.61 -1.84 -3.13
C -2.61 2.72 -0.64
C 5.18 -0.46 -1.55
C 0.09 -3.39 2.37
C -0.92 1.68 -5.03
C 4.71 -0.31 3.81
C -0.54 -4.64 2.46
C 3.38 1.07 -1.79
C 4.25 0.70 2.94
C -1.89 -4.66 2.82
C 4.25 -1.44 -1.23
C 3.94 -1.39 4.05
C -1.91 -2.32 3.09
C -0.40 -2.81 -1.19
H 0.00 -5.53 2.15
H 2.18 -2.45 3.71
H -3.00 4.73 -0.91
H 4.81 1.53 2.68
H 4.23 -2.14 4.71
H -3.76 2.49 3.17
H -0.01 4.23 3.98
H -1.57 4.18 -1.82
H -0.56 2.53 -3.11
H 1.74 -2.36 -0.11
H 0.19 -2.75 -3.63
H 5.38 1.61 -2.11
H -2.46 -1.40 3.20
H -2.48 4.38 3.98
H -4.78 2.45 -0.47
H -3.70 1.47 0.63
H -2.40 -5.64 2.90
H 1.63 -1.63 -3.53
H 1.10 -3.45 1.98
H 1.00 2.11 3.41
H -3.58 -3.51 3.50
H -0.27 -3.76 -1.69
H -3.18 3.71 -2.33
H -0.28 -2.95 -0.14
H -1.10 2.66 -5.48
H 4.48 -2.47 -1.00
H -3.35 0.40 -1.35
H -2.51 -4.29 -1.65
H -1.19 0.39 -6.84
H -4.92 -3.47 -1.97
H -5.30 -1.02 -1.83
H 6.22 -0.60 -1.68
H 5.69 -0.24 4.38
H -2.70 0.34 2.41
H 2.61 1.42 1.75
H -0.48 -1.61 -5.66
H 2.20 -3.20 -1.48
H -3.88 3.15 0.97
H 2.92 1.95 -2.10
```

Population analysis type Mulliken, resulting atomic charges in e: Lu 1.73; Ge 0.32; Cl -0.10; Cl -0.10; Cl -0.14; O -0.11; O -0.10; O -0.02; N 0.55; N 1.28; N 0.86; N 0.39; C -0.57; C 0.59; C -0.66; C 0.76; C -0.52; C -0.66; C -0.65; C -1.59; C 1.77; C -0.19; C -1.23; C -1.21; C -0.95; C -1.07; C 1.23; C -0.87; C 0.97; C -0.93; C -0.78; C -1.02; C 0.43; C -1.56; C -1.16; C 1.11; C 1.11; C 0.06; C -1.14; C -1.36; C 1.01; C -0.76; C -0.50; C -1.28; C -0.66; C -1.00; C -0.52; C -0.99; C -0.43; C -0.86; C -0.87; C -0.02; C -1.15; H 0.47; H 0.43; H 0.45; H 0.61; H 0.56; H 0.63; H 0.40; H 0.14; H 0.32; H -0.30; H 0.36; H 0.56; H 0.44; H 0.38; H 0.43; H 0.04; H 0.38; H 0.44; H 0.30; H 0.45; H 0.45; H 0.69; H 0.38; H -0.55; H 0.49; H 0.62; H 0.46; H 0.49; H 0.45; H 0.55; H 0.51; H 0.56; H 0.33; H 0.21; H -0.19; H 0.49; H 0.73; H 0.49; H 0.87



5.
Here is C41H39GeIIrNO6P3 as an isolated structure from OMol25. Energies are from ωB97M-V with the def2-TZVPD basis set.

Energy above the lowest of the compared OMol25 structures with the same formula, charge and spin = 0.0 kcal per mole
E_LUMO (spin up / spin down) = -5.821 / -8.737 eV
Orbital gap (spin up / spin down) = 0.2320 / 0.1677 Eh
Multiplicity = 6
Charge = +2

Structure (XYZ):
```
93
C41H39GeIIrNO6P3 | OMol25 | ωB97M-V with the def2-TZVPD basis set
Ir -0.36 0.05 -0.01
I -0.53 -0.13 -2.76
Ge 2.52 -0.02 0.01
P -0.89 -2.89 0.78
P -0.23 -0.83 3.15
P -1.70 2.01 -0.07
O 0.56 -0.14 2.04
O 0.44 -1.19 4.42
O -1.26 -4.30 0.60
O -1.59 -1.71 0.08
O 0.70 -2.73 0.43
O -1.53 0.08 3.33
N 0.01 -3.49 3.23
C -5.02 0.02 1.12
C 4.18 0.00 -4.55
C 3.23 2.20 -4.96
C -2.33 2.82 -1.60
C 2.16 3.41 -3.18
C 3.39 -1.54 0.87
C -3.45 4.63 -3.44
C 3.47 3.63 2.04
C -2.04 2.64 -3.00
C -2.34 3.56 -5.29
C -1.56 2.60 -5.84
C 0.51 5.32 2.20
C 3.27 0.09 -1.87
C 3.49 1.13 -4.09
C 4.05 -0.99 -2.36
C -0.90 -2.48 2.56
C -1.28 1.62 -3.64
C -3.18 3.84 -1.22
C -0.41 4.49 0.14
C -2.60 3.60 -3.90
C -4.86 1.94 2.56
C 3.04 1.19 -2.74
C 4.84 3.70 1.86
C -2.31 -2.70 3.11
C 2.58 3.34 -4.50
C 4.46 -1.06 -3.67
C 0.10 4.17 2.86
C -3.20 1.58 0.85
C 2.74 2.57 1.50
C -3.71 2.34 1.90
C -5.51 0.77 2.18
C 3.38 1.58 0.77
C -0.85 3.34 0.81
C -1.04 1.60 -4.99
C -0.57 3.18 2.16
C -3.87 0.42 0.46
C 4.76 1.66 0.59
C 2.40 2.35 -2.31
C 0.28 5.47 0.84
C -3.76 4.75 -2.12
C 5.49 2.72 1.13
H -0.46 0.80 -5.43
H 1.02 6.10 2.74
H 5.29 0.91 0.03
H -3.50 -0.19 -0.36
H 1.67 4.30 -2.82
H -0.61 4.62 -0.91
H 4.53 -0.04 -5.57
H -1.36 2.56 -6.90
H 2.40 4.17 -5.17
H 0.96 -3.51 -0.07
H -4.42 5.52 -1.76
H -2.65 -3.71 2.88
H -3.41 3.98 -0.17
H 4.46 -1.34 0.88
H -1.94 0.01 4.20
H -0.87 2.27 2.67
H 0.30 4.04 3.91
H -2.34 -2.56 4.19
H 4.31 -1.79 -1.68
H -3.22 3.26 2.20
H 2.10 2.45 -1.27
H 3.03 -1.56 1.90
H 0.61 6.36 0.32
H -2.79 4.32 -5.91
H -0.49 -4.36 3.42
H -5.53 -0.88 0.81
H -3.00 -2.00 2.64
H -5.25 2.54 3.37
H 2.97 4.39 2.62
H 0.82 -3.70 2.65
H 0.34 -3.02 4.12
H 5.41 4.52 2.29
H -3.86 5.32 -4.16
H 1.68 2.52 1.68
H 6.56 2.76 0.98
H -6.40 0.46 2.70
H 3.56 2.14 -5.99
H 5.00 -1.92 -4.03
H 3.20 -2.50 0.40
```

Population analysis type Mulliken, resulting atomic charges in e: Ir 2.03; I 0.18; Ge 2.52; P 0.44; P 0.68; P 0.78; O -0.68; O -0.99; O -0.81; O -0.37; O -0.26; O -0.47; N -0.10; C -0.77; C -0.81; C -0.79; C 1.30; C -0.84; C -1.67; C -0.86; C -0.61; C 0.15; C -0.82; C -1.10; C -0.97; C 0.41; C 1.06; C -0.71; C 0.68; C 0.68; C -0.72; C -1.17; C 0.78; C -0.89; C 0.29; C -0.77; C -1.94; C -0.72; C -0.96; C -0.38; C 0.96; C 0.71; C -0.23; C -0.58; C -0.44; C 0.92; C -0.73; C -1.00; C -0.94; C -0.51; C -0.01; C -0.61; C -1.38; C -0.88; H 0.47; H 0.45; H 0.33; H 0.28; H 0.51; H 0.54; H 0.48; H 0.46; H 0.49; H 0.23; H 0.47; H 0.58; H 0.31; H 0.61; H 0.34; H 0.33; H 0.44; H 0.45; H 0.48; H 0.43; H -0.26; H 0.36; H 0.51; H 0.44; H 0.39; H 0.50; H 0.27; H 0.47; H 0.37; H 0.28; H 0.40; H 0.41; H 0.45; H 0.38; H 0.44; H 0.45; H 0.49; H 0.47; H 0.41